Record 1
C24H48NO12P | the ωB97M-V functional and the def2-TZVPD basis

Last columns: bonded neighbours and bond lengths (Å).
Positions of all 86 atoms, in Å:
1 P 6.06 -1.34 -0.47  C51 1.814, H61 1.406, H64 1.403, N67 1.580
2 H -1.67 -0.08 0.46  C21 1.089
3 H 0.63 -2.67 0.09  C85 1.086
4 O 5.22 1.74 0.22  C82 1.215
5 C -1.97 5.26 2.36  C11 1.514, H27 1.089, H81 1.090, H84 1.090
6 H -4.11 2.22 -1.59  C9 1.090
7 H 4.46 -0.99 1.19  C51 1.082
8 C -5.11 0.77 -0.40  C9 1.511, O83 1.200, O86 1.349
9 C -4.38 2.08 -0.54  H6 1.090, C8 1.511, H52 1.083, H80 1.089
10 C 3.43 -4.76 1.09  O28 1.199, C75 1.508, O79 1.346
11 C -2.00 3.76 2.57  C5 1.514, H15 1.090, O59 1.433, H76 1.088
12 O -2.10 5.08 -5.18  C69 1.199
13 H -1.66 -1.79 0.06  C21 1.088
14 H 0.69 4.20 0.49  C53 1.089
15 H -1.21 3.42 3.24  C11 1.090
16 C -1.41 3.04 -6.19  H25 1.086, H49 1.087, C69 1.513, H78 1.089
17 H 1.40 -5.23 3.58  C19 1.089
18 H 0.83 2.11 -4.79  C77 1.091
19 C 2.38 -5.49 3.18  H17 1.089, C32 1.514, H63 1.090, O79 1.432
20 C -0.05 -3.68 1.92  O33 1.347, O45 1.200, C85 1.513
21 C -1.70 -1.08 0.89  H2 1.089, H13 1.088, H38 1.088, C46 1.515
22 H 3.18 -6.11 5.07  C32 1.090
23 C -7.47 2.55 -1.72  H34 1.090, H41 1.090, H43 1.090, C57 1.514
24 H 3.21 -0.38 -1.49  C58 1.080
25 H -2.19 3.23 -6.93  C16 1.086
26 H 0.41 -1.14 1.39  C46 1.093
27 H -1.04 5.58 1.89  C5 1.089
28 O 3.45 -3.95 0.21  C10 1.199
29 H 0.54 3.64 2.17  C53 1.087
30 H 7.49 -2.35 0.76  N67 1.010
31 H 3.47 -4.41 4.68  C32 1.089
32 C 3.42 -5.42 4.27  C19 1.514, H22 1.090, H31 1.089, H56 1.090
33 O -0.59 -2.58 2.49  C20 1.347, C46 1.433
34 H -7.90 1.83 -2.41  C23 1.090
35 H 1.27 2.60 0.96  C53 1.085
36 H -8.22 1.58 0.04  C57 1.088
37 O -1.27 3.60 -3.79  C54 1.433, C69 1.345
38 H -2.66 -1.21 1.37  C21 1.088
39 H -1.08 2.16 -2.41  C54 1.085
40 H 3.95 -6.82 1.65  C75 1.087
41 H -8.14 3.41 -1.65  C23 1.090
42 H 4.49 -6.27 0.07  C75 1.086
43 H -6.53 2.89 -2.15  C23 1.090
44 H 5.29 -5.66 1.52  C75 1.089
45 O 0.07 -4.67 2.58  C20 1.200
46 C -0.56 -1.30 1.86  C21 1.515, H26 1.093, O33 1.433, H48 1.089
47 H -1.52 1.54 -3.98  C54 1.091
48 H -0.63 -0.59 2.68  C46 1.089
49 H -1.45 1.98 -5.93  C16 1.087
50 H 1.20 2.73 -3.19  C77 1.090
51 C 4.51 -0.65 0.17  P1 1.814, H7 1.082, C58 1.517, C82 1.531
52 H -3.47 2.02 0.05  C9 1.083
53 C 0.50 3.34 1.12  H14 1.089, H29 1.087, H35 1.085, C66 1.506
54 C -0.88 2.26 -3.47  O37 1.433, H39 1.085, H47 1.091, C77 1.514
55 H 0.87 1.01 -3.41  C77 1.090
56 H 4.42 -5.67 3.89  C32 1.090
57 C -7.26 1.92 -0.36  C23 1.514, H36 1.088, H70 1.091, O86 1.428
58 C 3.21 -0.93 -0.56  H24 1.080, C51 1.517, H65 1.076, C72 1.512
59 O -1.95 3.04 1.34  C11 1.433, C66 1.344
60 H -0.51 -4.01 -0.13  C85 1.089
61 H 5.72 -1.75 -1.77  P1 1.406
62 H 1.29 0.03 0.07  C72 1.076
63 H 2.28 -6.49 2.76  C19 1.090
64 H 6.96 -0.27 -0.55  P1 1.403
65 H 2.97 -1.97 -0.66  C58 1.076
66 C -0.81 2.71 0.72  C53 1.506, O59 1.344, O73 1.203
67 N 6.56 -2.55 0.43  P1 1.580, H30 1.010
68 O 3.05 1.13 0.43  C72 1.446, C82 1.356
69 C -1.64 3.98 -5.03  O12 1.199, C16 1.513, O37 1.345
70 H -6.85 2.62 0.36  C57 1.091
71 H 1.17 -4.32 0.30  C85 1.085
72 C 2.32 -0.11 0.35  C58 1.512, H62 1.076, O68 1.446, H74 1.083
73 O -0.87 1.93 -0.20  C66 1.203
74 H 2.36 -0.54 1.35  C72 1.083
75 C 4.33 -5.97 1.10  C10 1.508, H40 1.087, H42 1.086, H44 1.089
76 H -2.94 3.47 3.03  C11 1.088
77 C 0.59 2.01 -3.74  H18 1.091, H50 1.090, C54 1.514, H55 1.090
78 H -0.44 3.27 -6.64  C16 1.089
79 O 2.62 -4.53 2.14  C10 1.346, C19 1.432
80 H -4.93 2.96 -0.19  C9 1.089
81 H -2.08 5.78 3.31  C5 1.090
82 C 4.37 0.87 0.28  O4 1.215, C51 1.531, O68 1.356
83 O -4.51 -0.26 -0.33  C8 1.200
84 H -2.79 5.56 1.70  C5 1.090
85 C 0.33 -3.65 0.45  H3 1.086, C20 1.513, H60 1.089, H71 1.085
86 O -6.46 0.74 -0.44  C8 1.349, C57 1.428

Calculated values
spin multiplicity = 1
charge = 0
orbital gap = 9.10 eV
SMILES string = N=[PH2][C@@H]1CCOC1=O.CCOC(C)=O.CCOC(C)=O.CCOC(C)=O.CCOC(C)=O.CCOC(C)=O

---

Record 2
C24H48O11P2 | the ωB97M-V functional and the def2-TZVPD basis

Last columns: bonded neighbours and bond lengths (Å).
Positions of all 85 atoms, in Å:
1 C 1.42 -4.69 -5.73  H5 1.093, O46 1.438, C69 1.515, H73 1.093
2 O -1.06 -0.82 1.49  C30 1.218
3 H -3.46 0.64 3.11  C72 1.087
4 H 7.44 1.56 -0.07  C56 1.094
5 H 2.37 -5.02 -5.31  C1 1.093
6 C -0.42 4.81 6.06  H12 1.087, C24 1.500, H37 1.093, H47 1.093
7 H 0.31 1.13 -5.27  C66 1.152
8 H -2.25 4.32 -4.00  P25 1.455
9 C -1.56 5.20 2.98  H31 1.092, H48 1.093, H71 1.093, C85 1.515
10 O -4.01 -3.94 3.87  C26 1.438, C76 1.347
11 H -3.38 6.01 3.75  C85 1.093
12 H -0.31 5.77 5.57  C6 1.087
13 H 7.58 2.01 -3.12  C55 1.093
14 H -1.12 -2.49 4.41  C45 1.093
15 O -2.18 3.48 6.90  C24 1.214
16 H 2.59 -2.91 -2.55  C23 1.093
17 H -2.51 -0.23 -3.45  C42 1.150
18 H -1.83 -3.31 5.83  C45 1.093
19 H -2.18 -0.35 3.74  C72 1.090
20 O -2.79 0.23 0.57  C30 1.347, C64 1.439
21 H -0.80 -0.58 -4.12  C42 1.168
22 H 6.02 0.72 -3.50  C58 1.087
23 C 1.84 -3.44 -3.14  H16 1.093, H34 1.087, C70 1.500, H80 1.093
24 C -1.82 4.28 6.06  C6 1.500, O15 1.214, O82 1.348
25 P -2.65 3.07 -3.37  H8 1.455, P60 2.180, O67 1.563, H83 1.459
26 C -3.60 -5.31 3.69  O10 1.438, C41 1.515, H59 1.093, H61 1.093
27 H -3.30 2.78 -0.03  C49 1.092
28 H -2.88 -5.61 5.72  C41 1.092
29 H 6.07 1.38 -1.14  C56 1.092
30 C -2.05 -0.13 1.64  O2 1.218, O20 1.347, C72 1.499
31 H -0.58 4.86 3.31  C9 1.092
32 H -4.59 0.67 -0.28  C64 1.094
33 H -0.03 2.97 -5.13  C66 1.157
34 H 2.25 -4.43 -3.34  C23 1.087
35 H 3.65 2.51 -2.29  C68 1.161
36 C 7.57 -0.68 -2.86  O40 1.215, C58 1.500, O63 1.348
37 H 0.24 4.08 5.58  C6 1.093
38 H -4.68 0.46 1.46  C64 1.093
39 H -1.97 6.56 4.63  C85 1.093
40 O 8.01 -1.80 -3.01  C36 1.215
41 C -3.59 -6.04 5.02  C26 1.515, H28 1.092, H53 1.093, H84 1.094
42 C -1.39 -0.06 -3.26  H17 1.150, H21 1.168, P60 1.920, H74 1.162
43 O 1.49 -1.42 -4.32  C70 1.216
44 H 0.36 -6.54 -5.41  C69 1.093
45 C -1.81 -3.27 4.73  H14 1.093, H18 1.093, C76 1.500, H81 1.087
46 O 1.23 -3.28 -5.51  C1 1.438, C70 1.347
47 H -0.10 4.95 7.10  C6 1.093
48 H -1.41 6.00 2.24  C9 1.093
49 C -3.89 2.39 0.80  H27 1.092, H54 1.093, C64 1.515, H79 1.092
50 H 8.90 2.19 -1.98  C55 1.093
51 H 5.96 -0.87 -4.22  C58 1.093
52 H 0.12 -5.36 -4.12  C69 1.092
53 H -3.34 -7.10 4.87  C41 1.093
54 H -4.87 2.89 0.80  C49 1.093
55 C 7.97 1.65 -2.16  H13 1.093, H50 1.093, C56 1.515, O63 1.438
56 C 7.01 1.91 -1.01  H4 1.094, H29 1.092, C55 1.515, H78 1.093
57 C 1.85 2.27 -3.96  C66 1.631, C68 1.328
58 C 6.17 -0.34 -3.29  H22 1.087, C36 1.500, H51 1.093, H65 1.093
59 H -2.64 -5.37 3.17  C26 1.093
60 P -0.90 1.79 -3.11  P25 2.180, C42 1.920, C66 1.935
61 H -4.34 -5.76 3.03  C26 1.093
62 O -3.57 -1.79 4.20  C76 1.215
63 O 8.31 0.26 -2.23  C36 1.348, C55 1.438
64 C -4.07 0.89 0.66  O20 1.439, H32 1.094, H38 1.093, C49 1.515
65 H 5.47 -0.66 -2.52  C58 1.093
66 C 0.36 2.04 -4.56  H7 1.152, H33 1.157, C57 1.631, P60 1.935
67 O -3.38 3.38 -2.02  P25 1.563
68 C 2.92 2.44 -3.19  H35 1.161, C57 1.328
69 C 0.24 -5.48 -5.20  C1 1.515, H44 1.093, H52 1.092, H77 1.094
70 C 1.53 -2.64 -4.37  C23 1.500, O43 1.216, O46 1.347
71 H -2.04 4.35 2.49  C9 1.093
72 C -2.41 0.41 2.99  H3 1.087, H19 1.090, C30 1.499, H75 1.093
73 H 1.48 -4.83 -6.81  C1 1.093
74 H -1.01 -0.56 -2.28  C42 1.162
75 H -1.81 1.30 3.19  C72 1.093
76 C -3.18 -2.94 4.22  O10 1.347, C45 1.500, O62 1.215
77 H -0.69 -5.13 -5.66  C69 1.094
78 H 6.80 2.98 -0.93  C56 1.093
79 H -3.36 2.65 1.71  C49 1.092
80 H 0.93 -3.54 -2.54  C23 1.093
81 H -1.41 -4.21 4.35  C45 1.087
82 O -2.66 4.63 5.07  C24 1.348, C85 1.438
83 H -3.57 2.35 -4.23  P25 1.459
84 H -4.58 -5.98 5.49  C41 1.094
85 C -2.41 5.69 4.13  C9 1.515, H11 1.093, H39 1.093, O82 1.438

Calculated values
spin multiplicity = 1
charge = 0
orbital gap = 9.25 eV
SMILES string = C#CCP(C)[PH2]=O.CCOC(C)=O.CCOC(C)=O.CCOC(C)=O.CCOC(C)=O.CCOC(C)=O